No. 1
Formula: CH8N2O
Source: OMol25
Level of theory: the ωB97M-V functional and the def2-TZVPD basis

The SMILES is NCN.O. The relative energy (zero: lowest compared OMol25 entry of this formula, charge and spin) is 16.1 kcal per mole. The highest occupied orbital energy is -9.01 eV.

Structure (ORCA input):
```
! RIJCOSX wB97M-V def2-TZVPD def2/J DEFGRID3
* xyz 0 1
N -1.59394 -0.71984 -0.77012
C -1.14620 0.42821 0.00266
N 0.27591 0.70831 -0.31273
H -2.36746 -0.59779 -1.39663
H -1.09901 -1.59562 -0.86298
H -1.49868 0.22693 1.01589
H -1.70541 1.30603 -0.37274
H 0.37580 1.64048 0.07903
H 0.33098 0.73220 -1.32352
O 3.04727 -0.95016 1.49173
H 3.02035 -0.77488 0.54598
H 2.36039 -0.40387 1.90344
*
```

***

No. 2
Formula: CH8N2O
Source: OMol25
Level of theory: the ωB97M-V functional and the def2-TZVPD basis

The relative energy (zero: lowest compared OMol25 entry of this formula, charge and spin) is 150.4 kcal per mole. The highest occupied orbital energy is -9.67 eV.

Structure (ORCA input):
```
! RIJCOSX wB97M-V def2-TZVPD def2/J DEFGRID3
* xyz 0 1
N -0.74834 1.86012 0.95313
H -1.11524 1.49786 0.09681
H -0.08450 1.12424 1.30481
H 1.85705 -0.26027 1.97366
H -1.62543 1.89718 1.57788
N -0.14724 -1.63202 -2.24895
C -0.04198 -1.04631 -1.01346
O -0.86961 -0.77110 -0.07011
H -1.10873 -1.20533 -2.58086
H 2.61304 0.02388 1.96502
H 0.96417 -1.55524 -0.71772
H 0.30680 0.06700 -1.24023
*
```

***

No. 3
Formula: CH8N2O2
Source: OMol25
Level of theory: the ωB97M-V functional and the def2-TZVPD basis

The SMILES is [H]/N=C/N.O.O. The relative energy (zero: lowest compared OMol25 entry of this formula, charge and spin) is 23.0 kcal per mole. The highest occupied orbital energy is -9.15 eV.

Structure (ORCA input):
```
! RIJCOSX wB97M-V def2-TZVPD def2/J DEFGRID3
* xyz 0 1
H 0.70442 -2.24092 -0.04157
N -0.07535 -1.90173 0.51677
C 0.19750 -0.96695 1.35141
N -0.89813 -0.37201 1.90817
H 1.19118 -0.69288 1.72669
H -1.82014 -0.37062 1.52715
H -0.80944 0.06267 2.82721
O 1.96635 1.00886 -1.45796
H 1.37152 0.38334 -0.99909
H 1.28908 1.10029 -2.16323
O -1.18923 1.08277 -1.53996
H -0.72871 1.83850 -1.15908
H -1.19903 1.06867 -2.49651
*
```

***

No. 4
Formula: CH8N2O3
Source: OMol25
Level of theory: the ωB97M-V functional and the def2-TZVPD basis

The SMILES is NC(N)=O.O.O. The relative energy (zero: lowest compared OMol25 entry of this formula, charge and spin) is 24.8 kcal per mole. The highest occupied orbital energy is -10.05 eV.

Structure (ORCA input):
```
! RIJCOSX wB97M-V def2-TZVPD def2/J DEFGRID3
* xyz 0 1
N 0.63307 -0.62863 0.51533
C 1.02960 -0.40000 -0.76222
N 0.89741 -1.57107 -1.54359
O 1.34081 0.73990 -1.12513
H 0.12882 -1.52012 0.71732
H 0.41357 0.25296 1.07610
H 0.86895 -1.52835 -2.60928
H 0.49014 -2.51149 -1.21003
O 0.67692 2.85082 0.69300
H 0.80931 2.20948 -0.01000
H 1.46889 2.98450 1.25828
O -2.54139 -0.37752 1.11095
H -2.83476 0.36540 0.68677
H -3.38134 -0.86588 1.20252
*
```

***

No. 5
Formula: CH8N2S2
Source: OMol25
Level of theory: the ωB97M-V functional and the def2-TZVPD basis

The SMILES is NCN.SS. The relative energy (zero: lowest compared OMol25 entry of this formula, charge and spin) is 5.5 kcal per mole. The highest occupied orbital energy is -9.54 eV.

Structure (ORCA input):
```
! RIJCOSX wB97M-V def2-TZVPD def2/J DEFGRID3
* xyz 0 1
N -0.06561 0.21408 1.63747
C 0.97060 0.32226 0.61907
N 1.96833 -0.74183 0.67727
H -0.81803 -0.39766 1.34021
H -0.45477 1.11829 1.86429
H 1.49099 1.26375 0.76564
H 0.59530 0.33331 -0.40709
H 1.51980 -1.60409 0.98887
H 2.65545 -0.53409 1.39081
S -2.10489 0.97519 -2.74230
S -2.61745 -0.51905 -1.44483
H -1.74033 0.21670 -3.78782
H -1.39939 -0.64686 -0.90160
*
```

***

No. 6
Formula: CH8N3
Source: OMol25
Level of theory: the ωB97M-V functional and the def2-TZVPD basis

The relative energy (zero: lowest compared OMol25 entry of this formula, charge and spin) is 87.0 kcal per mole. The highest occupied orbital energy is -13.39 eV.

Structure (ORCA input):
```
! RIJCOSX wB97M-V def2-TZVPD def2/J DEFGRID3
* xyz 1 1
C -0.82624 -2.10510 -0.57267
N -0.23827 1.82143 0.88419
N 0.81171 1.10250 0.45348
N -0.02602 -1.17211 -0.77021
H -0.73300 -3.01078 -1.08655
H -1.62582 -2.04330 0.25820
H -0.91547 2.11556 0.14596
H 0.69721 -1.52124 -1.55474
H 1.42270 1.78072 -0.21832
H 1.33670 0.59341 1.12597
H -0.15441 2.49440 1.66654
H 0.25092 -0.05551 -0.33187
*
```

***

No. 7
Formula: CH8N3S
Source: OMol25
Level of theory: the ωB97M-V functional and the def2-TZVPD basis

The relative energy (zero: lowest compared OMol25 entry of this formula, charge and spin) is 45.3 kcal per mole. The highest occupied orbital energy is -13.56 eV.

Structure (ORCA input):
```
! RIJCOSX wB97M-V def2-TZVPD def2/J DEFGRID3
* xyz 1 1
C 0.99913 -1.21136 -0.91169
N 0.95390 -0.82450 0.31134
N 0.07751 -0.65595 -1.79391
N -0.67272 0.92186 1.59169
S -0.45696 -1.14179 -3.47029
H 1.64365 -2.10324 -1.33857
H 0.31523 0.03438 0.65351
H 1.42542 -1.22375 1.13071
H -0.32239 0.24087 -1.54640
H -0.70873 1.86420 1.21640
H -1.65985 0.66132 1.80696
H 0.02859 1.17654 2.26263
H 0.66927 -1.35384 -4.27958
*
```

***

No. 8
Formula: CH8N4
Source: OMol25
Level of theory: the ωB97M-V functional and the def2-TZVPD basis

The relative energy (zero: lowest compared OMol25 entry of this formula, charge and spin) is 67.1 kcal per mole. The highest occupied orbital energy (alpha / beta) is -20.15 / -20.24 eV.

Structure (ORCA input):
```
! RIJCOSX wB97M-V def2-TZVPD def2/J DEFGRID3
* xyz 2 1
C 0.06336 1.18918 -0.35472
N 1.06634 0.37459 0.28453
N -1.14687 0.43022 0.30128
N 1.09090 -0.82703 -0.09236
N -1.18298 -0.85174 0.08769
H -0.01555 2.30816 -0.08595
H 0.10355 0.79023 -1.41598
H 1.26396 0.73593 1.23429
H -1.43559 0.76694 1.20800
H 1.44192 -0.82891 -1.57789
H 1.70184 -1.55216 0.45296
H -1.63413 -1.51012 0.81092
H -1.31675 -1.02530 -0.85275
*
```

***

No. 9
Formula: CH8NO
Source: OMol25
Level of theory: the ωB97M-V functional and the def2-TZVPD basis

The relative energy (zero: lowest compared OMol25 entry of this formula, charge and spin) is 27.7 kcal per mole. The highest occupied orbital energy is -15.49 eV.

Structure (ORCA input):
```
! RIJCOSX wB97M-V def2-TZVPD def2/J DEFGRID3
* xyz 1 1
N -0.87099 -0.70613 -1.41295
H -1.76674 -0.97480 -1.24894
H -0.22286 -1.50442 -1.44031
H -0.57627 0.00761 -0.56890
H -0.79075 -0.14279 -2.18900
C 0.98326 0.32640 1.18380
O -0.21854 0.88895 0.66298
H 1.04892 0.69676 2.18174
H 1.86602 0.61088 0.69138
H 1.06879 -0.78620 0.89820
H -0.52082 1.58374 1.24200
*
```

***

No. 10
Formula: CH8NO
Source: OMol25
Level of theory: the ωB97M-V functional and the def2-TZVPD basis

The relative energy (zero: lowest compared OMol25 entry of this formula, charge and spin) is 31.6 kcal per mole. The highest occupied orbital energy (alpha / beta) is -22.10 / -22.10 eV.

Structure (ORCA input):
```
! RIJCOSX wB97M-V def2-TZVPD def2/J DEFGRID3
* xyz 2 2
C 0.11846 -0.26279 1.50472
N -0.80271 -0.60462 0.36711
H 1.14570 -0.54842 1.23920
H 0.34808 0.80011 1.53040
H -0.10831 -0.82849 2.39868
H -1.66793 -1.09611 0.61835
H -0.31752 -1.08929 -0.38016
H -1.18817 0.23833 -0.06912
H 0.58901 1.87852 -2.72439
H 1.35615 0.47891 -2.32162
O 0.52724 1.03387 -2.16319
*
```

***

No. 11
Formula: CH8NO3
Source: OMol25
Level of theory: the ωB97M-V functional and the def2-TZVPD basis

The relative energy (zero: lowest compared OMol25 entry of this formula, charge and spin) is 1.9 kcal per mole. The highest occupied orbital energy is -3.76 eV.

Structure (ORCA input):
```
! RIJCOSX wB97M-V def2-TZVPD def2/J DEFGRID3
* xyz -1 1
N -0.10661 -1.26918 -1.54586
C -0.54248 0.10275 -1.23648
O -0.69435 0.38900 0.07965
H 0.74472 -1.42174 -1.02184
H -0.77267 -1.89499 -1.10566
H 0.17946 0.76388 -1.74095
H -1.47678 0.26287 -1.80725
H 0.13421 -0.51645 1.23485
H 1.14167 -1.68244 1.26622
O 0.62627 -1.13078 1.85518
H -0.21139 1.86804 0.75670
H 0.59951 2.00158 2.02326
O 0.37844 2.52746 1.24218
*
```

***

No. 12
Formula: CH8NO3
Source: OMol25
Level of theory: the ωB97M-V functional and the def2-TZVPD basis

The relative energy (zero: lowest compared OMol25 entry of this formula, charge and spin) is 10.3 kcal per mole. The highest occupied orbital energy is -4.13 eV.

Structure (ORCA input):
```
! RIJCOSX wB97M-V def2-TZVPD def2/J DEFGRID3
* xyz -1 1
N -1.38535 0.94607 1.81152
C -0.20268 0.82420 0.75224
O -0.44311 -0.08329 -0.24207
H -2.19932 1.34533 1.31487
H -1.59912 -0.03152 2.02192
H 0.05919 1.83293 0.42047
H 0.72667 0.52307 1.40522
H 0.40968 0.61925 -1.60216
H 1.64055 0.06429 -2.22652
O 1.05401 0.85178 -2.34833
H 0.05312 -1.55861 -0.06206
H 1.38513 -1.82481 0.77357
O 0.69380 -2.33570 0.18548
*
```

***

No. 13
Formula: CH8NO3Si
Source: OMol25
Level of theory: the ωB97M-V functional and the def2-TZVPD basis

The relative energy (zero: lowest compared OMol25 entry of this formula, charge and spin) is 55.7 kcal per mole. The highest occupied orbital energy is -12.73 eV.

Structure (ORCA input):
```
! RIJCOSX wB97M-V def2-TZVPD def2/J DEFGRID3
* xyz 1 1
C -0.75956 0.40399 1.25811
N -2.13163 -0.10844 0.79547
O 1.70015 1.39867 -1.31055
O 2.47097 -0.93315 -0.15320
O 0.22407 -0.77251 -1.73511
Si 1.29222 -0.10115 -0.79097
H -0.51098 0.00740 2.21610
H -0.78869 1.44822 1.22993
H -2.47169 0.57975 0.08568
H -1.83230 -1.00626 0.41990
H -2.86839 -0.28971 1.44990
H 2.63392 1.73185 -1.17901
H 2.77812 -1.63259 0.41122
H 0.26380 -0.72608 -2.69748
*
```

***

No. 14
Formula: CH8NS
Source: OMol25
Level of theory: the ωB97M-V functional and the def2-TZVPD basis

The relative energy (zero: lowest compared OMol25 entry of this formula, charge and spin) is 6.3 kcal per mole. The highest occupied orbital energy is -13.38 eV.

Structure (ORCA input):
```
! RIJCOSX wB97M-V def2-TZVPD def2/J DEFGRID3
* xyz 1 1
N -0.78948 -1.42930 -1.75855
H -0.28891 -1.50921 -2.64384
H -0.18291 -1.19652 -0.96457
H -1.20898 -2.34613 -1.56708
H -1.53596 -0.73235 -1.81767
C 1.02820 1.47588 1.65978
S 0.33532 0.01330 0.80453
H 0.80402 1.41687 2.72487
H 0.61859 2.36115 1.22599
H 2.10197 1.37556 1.61514
H -0.88186 0.57076 0.72140
*
```

***

No. 15
Formula: CH8O2S
Source: OMol25
Level of theory: the ωB97M-V functional and the def2-TZVPD basis

The SMILES is CS.O.O. The relative energy (zero: lowest compared OMol25 entry of this formula, charge and spin) is 1.6 kcal per mole. The highest occupied orbital energy is -9.37 eV.

Structure (ORCA input):
```
! RIJCOSX wB97M-V def2-TZVPD def2/J DEFGRID3
* xyz 0 1
C -0.27622 -0.86170 1.50012
S -1.24535 0.44079 0.72557
H -0.88738 -1.71690 1.76755
H 0.14220 -0.45613 2.41751
H 0.54199 -1.21081 0.87580
H -1.86791 -0.31198 -0.19040
O 1.58275 1.32236 -0.76017
H 0.76262 1.31484 -0.23629
H 2.28471 1.22608 -0.10759
O 0.71137 -1.25554 -1.73308
H 1.13977 -0.39427 -1.54225
H 0.63566 -1.24849 -2.69257
*
```

***

No. 16
Formula: CH8O4
Source: OMol25
Level of theory: the ωB97M-V functional and the def2-TZVPD basis

The relative energy (zero: lowest compared OMol25 entry of this formula, charge and spin) is 116.1 kcal per mole. The highest occupied orbital energy (alpha / beta) is -15.24 / -15.76 eV.

Structure (ORCA input):
```
! RIJCOSX wB97M-V def2-TZVPD def2/J DEFGRID3
* xyz 1 2
O -1.72660 0.33027 -1.27024
C -0.93535 -0.23965 -0.28703
H -1.51147 -0.38658 0.58359
H -0.58093 -1.22962 -0.64838
H 2.30726 1.31752 2.42372
H 1.21143 -0.00689 2.25854
O 1.38914 1.06329 2.59664
H -0.55240 0.82207 -4.05264
H -1.13173 0.28533 -2.21089
O -0.30676 0.39315 -3.20032
H -0.03321 0.39930 -0.15997
H 1.12851 -1.77322 2.18345
O 0.74213 -0.97496 1.78354
*
```

***

No. 17
Formula: CH8Si3
Source: OMol25
Level of theory: the ωB97M-V functional and the def2-TZVPD basis

The SMILES is C[SiH]1[SiH2][SiH2]1. The relative energy (zero: lowest compared OMol25 entry of this formula, charge and spin) is 20.3 kcal per mole. The highest occupied orbital energy is -8.39 eV.

Structure (ORCA input):
```
! RIJCOSX wB97M-V def2-TZVPD def2/J DEFGRID3
* xyz 0 1
C 1.95209 -0.13750 0.34551
Si 0.35523 -0.04456 -0.78563
Si -1.44487 -1.15046 -0.00937
Si -1.54537 1.22316 -0.03229
H 2.30739 -1.05821 0.61576
H 2.71687 0.34164 -0.07579
H 1.78171 0.35402 1.20892
H 0.60148 -0.68985 -1.98840
H -1.33435 -1.86359 1.51679
H -2.80867 -1.40579 -0.67895
H -1.67003 2.21276 -1.17827
H -0.91147 2.21838 1.06171
*
```

***

No. 18
Formula: CH9N2O
Source: OMol25
Level of theory: the ωB97M-V functional and the def2-TZVPD basis

The relative energy (zero: lowest compared OMol25 entry of this formula, charge and spin) is 39.1 kcal per mole. The highest occupied orbital energy is -14.15 eV.

Structure (ORCA input):
```
! RIJCOSX wB97M-V def2-TZVPD def2/J DEFGRID3
* xyz 1 1
N -0.74505 1.78761 0.37113
H -1.11701 2.53677 -0.21304
H -1.49664 1.12062 0.63543
H -0.25527 1.17049 -0.34866
H -0.09584 1.88603 1.13883
N -0.21208 -1.48874 0.61675
C 0.91989 -1.01813 -0.11619
O 0.51187 -0.23726 -1.35421
H -0.71908 -2.18976 0.01414
H -0.88465 -0.76865 1.01823
H 1.40000 -0.44576 0.71241
H 1.65457 -1.74674 -0.29313
H 1.03931 -0.60648 -2.18169
*
```

***

No. 19
Formula: CH9N2O2
Source: OMol25
Level of theory: the ωB97M-V functional and the def2-TZVPD basis

The relative energy (zero: lowest compared OMol25 entry of this formula, charge and spin) is 31.5 kcal per mole. The highest occupied orbital energy is -15.35 eV.

Structure (ORCA input):
```
! RIJCOSX wB97M-V def2-TZVPD def2/J DEFGRID3
* xyz 1 1
N -0.27653 1.62948 0.10365
C 0.95337 1.40193 -0.31049
N 1.40277 0.28681 -0.94087
H -0.90841 0.82727 0.42168
H -0.50981 2.60547 0.19525
H 1.42634 2.34922 -0.48240
H 2.10012 0.29565 -1.65598
H 1.32830 -0.61183 -0.46503
H -0.02517 -1.43956 1.11867
H 1.12553 -2.25173 1.45296
O 0.83094 -1.66126 0.81502
H -2.87502 -0.87969 0.60361
H -2.42583 -1.54566 -0.80400
O -2.14660 -1.00610 -0.05210
*
```

***

No. 20
Formula: CH9N2Si
Source: OMol25
Level of theory: the ωB97M-V functional and the def2-TZVPD basis

The relative energy (zero: lowest compared OMol25 entry of this formula, charge and spin) is 9.8 kcal per mole. The highest occupied orbital energy is -14.05 eV.

Structure (ORCA input):
```
! RIJCOSX wB97M-V def2-TZVPD def2/J DEFGRID3
* xyz 1 1
C 1.70469 -0.53892 -0.15482
N -0.90595 -0.89471 -0.02775
N 1.89919 0.74691 -0.13472
Si -1.92275 0.53853 0.11134
H 1.62882 -1.15091 -1.08993
H 1.55506 -1.24855 0.64063
H -0.78557 -1.47848 -0.85870
H 2.03398 1.22904 0.76836
H -0.93709 -1.52158 0.82674
H 1.98530 1.27304 -0.91173
H -1.08689 1.03101 1.38489
H -1.70737 1.52623 -0.85191
H -3.46141 0.48838 0.29759
*
```